Computed, not measured: C29H20IIrNPS2 as an isolated structure, with ωB97M-V/def2-TZVPD.

Output
**Highest occupied orbital energy (spin up / spin down)**: -16.74 / -16.74 eV
**Kohn-Sham gap (spin up / spin down)**: 0.230 / 0.164 Eh
**2S+1**: 2
**Net charge**: +3
**Energy above the lowest of the compared OMol25 structures with the same formula, charge and spin**: 0.0 kcal/mol

XYZ file:
```
55
Properties=species:S:1:pos:R:3:nbo_charge:R:1
Ir -1.8994 0.3324 0.3826 0.39
S -2.7031 0.2045 2.5694 0.25
C -2.7307 -1.4377 2.1716 -0.17
N -2.1706 -1.6555 0.9418 -0.51
C -2.0998 -2.9588 0.6458 0.30
C -1.5241 -3.5533 -0.5104 -0.20
C -1.5735 -4.9088 -0.6247 -0.16
C -2.1790 -5.7090 0.3827 -0.01
C -2.7344 -5.1515 1.5402 -0.20
C -2.6829 -3.7892 1.6664 -0.18
S -3.2801 -2.8177 2.9956 0.64
H -1.0516 -2.9321 -1.2569 0.24
H -1.1457 -5.3980 -1.4890 0.27
H -2.2057 -6.7836 0.2538 0.27
H -3.1821 -5.7831 2.2959 0.28
I -1.8079 -0.0880 -2.2481 0.49
C 0.1798 0.0051 -2.9752 -0.04
C 0.3734 -0.7106 -4.1218 -0.24
C 1.5304 -0.4748 -4.8927 -0.18
C 2.3883 0.5226 -4.5340 -0.15
C 2.1795 1.2767 -3.3521 0.03
C 3.0278 2.3683 -3.0342 -0.10
C 2.8166 3.1369 -1.9249 -0.21
C 1.8076 2.7730 -1.0185 -0.12
C 0.9751 1.6974 -1.2718 -0.46
P 0.2093 1.1197 0.2260 1.46
C -0.8046 2.4189 0.9184 -0.29
C -1.9174 2.6969 0.0731 -0.34
C -3.0259 3.3815 0.6201 -0.15
C -2.9974 3.8005 1.9287 -0.16
C -1.8640 3.5748 2.7312 -0.11
C -0.7897 2.8611 2.2535 -0.26
C 1.3916 0.3119 1.2584 -0.42
C 1.0546 -0.1046 2.5559 -0.19
C 2.0097 -0.6993 3.3551 -0.20
C 3.2980 -0.9062 2.8653 -0.11
C 3.6318 -0.5161 1.5759 -0.18
C 2.6864 0.0940 0.7690 -0.17
C 1.0883 0.9757 -2.4964 -0.15
H -0.3592 -1.4236 -4.4782 0.25
H 1.6891 -1.0504 -5.7940 0.26
H 3.2381 0.7651 -5.1592 0.25
H 3.8422 2.5995 -3.7100 0.25
H 3.4440 3.9916 -1.7143 0.26
H 1.7234 3.3245 -0.0878 0.24
H -1.8339 2.6197 -1.0043 0.27
H -3.8653 3.6243 -0.0185 0.26
H -3.8346 4.3516 2.3367 0.27
H -1.8439 3.9665 3.7403 0.26
H 0.0652 2.6518 2.8840 0.26
H 0.0582 0.0504 2.9493 0.21
H 1.7587 -0.9995 4.3634 0.25
H 4.0419 -1.3737 3.4967 0.26
H 4.6322 -0.6774 1.1987 0.25
H 2.9651 0.4055 -0.2287 0.24
```

=====

Computed, not measured: C36H38InN8O2S2Se as an isolated structure in a non-equilibrium geometry, with ωB97M-V/def2-TZVPD.

Output
**Highest occupied orbital energy**: -4.34 eV
**Kohn-Sham gap**: 0.225 Eh
**Net charge**: -1

XYZ file:
```
88
Properties=species:S:1:pos:R:3:lowdin_charge:R:1
In -0.3449 1.2649 0.5770 0.76
C -3.8714 -0.9533 3.7899 -0.02
C -3.2194 0.0921 2.9223 -0.27
N -2.1998 0.7466 3.3262 0.04
N -1.6988 0.4040 4.5356 0.07
C -1.0101 1.2313 5.3523 -0.51
N -0.3661 0.6099 6.3867 0.15
S -1.6004 3.5295 4.0574 0.40
C -3.7598 0.3947 1.5876 -0.23
C -4.8379 -0.3251 1.0538 -0.02
C -5.2860 -0.0479 -0.2241 -0.08
C -4.6885 0.9659 -0.9519 -0.08
C -3.6420 1.6491 -0.3550 -0.15
N -3.1791 1.3720 0.8560 0.04
H -3.9484 -0.5921 4.8172 0.09
H -4.8754 -1.1899 3.4517 0.06
H -3.2821 -1.8749 3.7904 0.09
H -1.8273 -0.5315 4.9023 0.14
H 0.5560 0.2355 6.0442 0.14
H -0.1208 1.3030 7.0852 0.11
H -5.3213 -1.1119 1.6163 0.09
H -6.1029 -0.6164 -0.6505 0.11
H -5.0093 1.2064 -1.9558 0.10
H -3.1097 2.4431 -0.8692 0.10
O 3.1742 0.7751 3.3029 -0.55
S 2.3521 1.7464 2.4814 0.76
O -1.0386 2.5064 5.3356 -0.50
N 2.2151 1.2454 0.9740 -0.36
C 3.1434 1.0302 0.0091 -0.28
C 4.4946 1.3568 0.0357 -0.01
C 5.3422 1.0427 -1.0333 -0.09
C 4.8940 0.3912 -2.1524 -0.07
C 3.5353 0.0242 -2.2363 -0.16
C 2.9822 -0.7103 -3.3083 -0.01
C 1.6714 -1.0986 -3.2797 0.00
C 0.8736 -0.6770 -2.1967 -0.33
N 1.3514 0.0355 -1.2152 0.12
C 2.6540 0.3650 -1.1778 -0.15
C 3.3878 3.2356 2.4254 -0.37
C 4.6462 3.2890 2.9964 -0.10
C 5.3289 4.4961 3.0197 -0.10
C 4.7351 5.6376 2.4980 -0.10
C 3.4783 5.5711 1.9108 -0.08
C 2.7991 4.3637 1.8740 -0.07
H 4.8979 1.8684 0.8966 0.09
H 6.3882 1.3166 -0.9593 0.10
H 5.5688 0.1363 -2.9605 0.10
H 3.6282 -0.9832 -4.1347 0.11
H 1.2280 -1.6960 -4.0652 0.11
H -1.1121 -0.3142 -2.4683 0.10
H 5.0693 2.3857 3.4186 0.10
H 6.3188 4.5499 3.4551 0.09
H 5.2584 6.5841 2.5529 0.09
H 3.0246 6.4608 1.4951 0.10
H 1.8104 4.2897 1.4350 0.11
C -0.0307 -3.6097 1.0787 -0.07
C 0.4650 -2.9606 -0.2196 -0.37
C 1.9435 -3.3006 -0.4373 -0.04
C -0.3966 -3.3444 -1.4087 -0.12
C -0.7445 -4.6726 -1.6090 -0.05
C -1.6498 -5.0358 -2.5916 -0.09
C -2.2366 -4.0490 -3.3635 -0.05
C -1.8807 -2.7103 -3.2358 -0.14
C -2.5494 -1.7184 -4.1740 -0.36
C -1.5523 -1.0866 -5.1527 -0.06
C -3.3786 -0.6442 -3.4519 -0.07
C -0.9155 -2.3568 -2.2787 -0.14
N -0.5013 -1.0297 -2.1083 0.10
H 0.4170 -3.0945 1.9301 0.08
H 0.2467 -4.6637 1.1363 0.07
H -1.1158 -3.5350 1.1638 0.08
H 0.3720 -1.8844 -0.0837 0.09
H 2.0835 -4.3836 -0.4773 0.08
H 2.5419 -2.8928 0.3792 0.09
H 2.3166 -2.8743 -1.3673 0.07
H -0.3158 -5.4360 -0.9712 0.11
H -1.9255 -6.0736 -2.7300 0.09
H -2.9863 -4.3287 -4.0948 0.10
H -3.2548 -2.3049 -4.7704 0.12
H -0.8919 -0.3784 -4.6545 0.07
H -2.0872 -0.5531 -5.9395 0.08
H -0.9407 -1.8582 -5.6214 0.08
H -2.7796 0.2152 -3.1493 0.07
H -3.8453 -1.0579 -2.5578 0.07
H -4.1643 -0.2753 -4.1125 0.08
Se -0.6397 5.6640 -2.1260 0.39
C -0.5111 3.9713 -1.6717 -1.05
N -0.4477 2.8336 -1.4038 -0.09
```

=====

Computed, not measured: C21H31ClN4O as an isolated structure in a non-equilibrium geometry, with ωB97M-V/def2-TZVPD.

Output
**Highest occupied orbital energy**: -8.07 eV
**Kohn-Sham gap**: 0.285 Eh
**Energy above the lowest of the compared OMol25 structures with the same formula, charge and spin**: 404.1 kcal/mol

XYZ file:
```
58
Properties=species:S:1:pos:R:3:nbo_charge:R:1
C -6.2304 -1.1354 -0.3133 -0.59
H -5.9390 -2.1912 -0.6308 0.20
H -6.1172 -0.4830 -1.3567 0.18
H -7.2160 -1.0873 0.0182 0.23
C -5.1943 -0.7684 0.4038 -0.18
C -5.5757 0.7808 0.9425 -0.60
H -4.9252 1.1197 1.8115 0.21
H -6.5547 0.9862 1.1537 0.20
H -5.4861 1.5120 -0.0947 0.17
C -3.7911 -0.8015 -0.0762 -0.43
H -3.8373 0.0441 -0.9585 0.19
H -3.7903 -1.7033 -0.4530 0.21
C -2.6661 -0.5579 0.7679 -0.09
N -1.4064 -0.8330 0.4406 -0.54
C -0.4711 -1.2361 1.3123 -0.20
C 0.2190 -0.0172 2.0763 -0.28
N 0.9910 0.4876 0.8805 -0.46
C -0.0686 1.0097 -0.0716 -0.29
H -0.6280 1.9059 0.2206 0.20
C -0.8489 -0.1035 -0.5572 -0.01
C 0.0307 -1.0410 -1.6376 -0.41
H 0.3163 -0.3602 -2.2422 0.21
H 0.9450 -1.2547 -0.9335 0.19
C -0.7286 -2.2125 -1.8906 -0.10
O 0.2404 -2.8798 -3.0497 -0.78
H -0.1322 -3.8064 -3.1483 0.45
H -1.0569 -3.0132 -1.2159 0.22
H -1.4710 -1.7851 -2.7284 0.20
H -1.7118 0.1854 -1.1941 0.21
H 0.5206 1.5070 -0.9120 0.22
C 1.8198 1.8678 1.2040 -0.25
C 2.5536 2.3399 0.0085 0.04
C 2.3863 3.6125 -0.4489 -0.23
C 3.3663 3.6685 -1.4285 -0.32
C 4.1927 2.6599 -1.3308 -0.02
N 3.7819 2.0437 -0.3687 -0.32
C 4.4168 0.6551 -0.2837 0.35
N 5.7021 0.6728 -0.0577 -0.45
C 6.3821 -0.3929 -0.0645 0.09
C 5.7009 -1.4743 0.4917 -0.09
C 4.5223 -1.7044 0.7598 -0.21
C 3.5708 -0.4138 0.5763 -0.18
H 2.5385 -0.5082 0.4769 0.26
H 3.9085 -2.6693 0.9708 0.26
Cl 6.6738 -2.9381 0.6436 -0.05
H 7.6184 -0.4398 -0.2846 0.22
H 5.2075 2.3897 -1.8263 0.23
H 3.6238 4.5015 -2.0095 0.21
H 1.5640 4.3249 -0.3615 0.22
H 2.3644 1.4324 2.0636 0.21
H 1.2347 2.6081 1.6700 0.21
H -0.3902 0.7502 2.3963 0.19
H 1.2297 -0.2279 2.5846 0.21
H 0.3337 -2.0055 1.1238 0.22
H -0.8545 -1.7815 2.3857 0.20
H -2.6126 0.8121 1.2196 0.05
H -2.9158 -0.8821 1.7891 0.23
H -5.3355 -1.1692 1.5370 0.19
```

=====

Computed, not measured: a 2-piece molecular cluster, C4H8O2 overall, with ωB97M-V/def2-TZVPD.

Output
**Highest occupied orbital energy**: -8.79 eV
**Kohn-Sham gap**: 0.326 Eh
**Energy above the lowest of the compared OMol25 structures with the same formula, charge and spin**: 104.5 kcal/mol

XYZ file:
```
14
Properties=species:S:1:pos:R:3:nbo_charge:R:1
C 2.0290 -0.3060 -0.5686 -0.25
O 1.1078 -0.0588 0.5157 -0.47
C 0.2986 0.9268 0.2864 0.22
C -1.5751 -0.8100 -0.5460 -0.84
C -0.5791 1.3214 1.3960 0.27
O -1.7912 1.3688 1.4457 -0.53
H 2.9218 -0.7665 -0.1451 0.20
H 1.5507 -0.9872 -1.2780 0.20
H 2.2502 0.6448 -1.0548 0.21
H -0.9267 0.0363 -0.8311 0.20
H -2.0406 -1.1644 -1.4646 0.22
H -0.9747 -1.5990 -0.0793 0.21
H -2.3176 -0.4382 0.1608 0.25
H 0.0470 1.8322 2.1629 0.12
```